1.
Molecular formula: C11H13N
Method: DFT, ωB97M-V/def2-TZVPD

The calculation puts the HOMO energy at -0.3043 Eh. Its orbital gap is 9.005 eV. The LUMO energy comes out at 0.0266 hartree. As for the energy above the lowest of the compared OMol25 structures with the same formula, charge and spin: 662.0 kJ/mol.

Each line ends with the Löwdin charge.
Geometry (Å):
H  0.3719  2.1588  -1.5287  0.1486
H  0.8432  3.3170  -0.0100  0.0936
H  -1.5138  2.7317  -0.1479  0.0890
H  -3.8627  -1.0667  -0.4235  0.1424
C  -2.4801  0.3957  -0.0641  -0.1278
H  2.7460  -0.2285  -1.2270  0.1633
H  2.1491  -1.9220  -0.7844  0.0896
H  0.1423  -2.4179  -0.0648  0.0807
H  -2.4862  -2.9392  0.4748  0.1872
C  1.6410  1.3811  -0.0184  -0.0815
H  -3.1979  1.1747  0.0184  0.1361
C  -1.1968  0.5662  0.1549  -0.2181
C  -2.7416  -0.7928  -0.2281  -0.1600
C  -0.1578  -0.3226  0.0932  -0.1073
C  -0.5360  -1.6249  -0.0561  -0.0736
H  2.6727  1.5898  0.3583  0.1212
C  -1.8831  -1.9255  -0.0607  -0.0530
N  3.1127  -1.3041  -0.6898  -0.0271
H  -0.9203  2.1085  1.4188  0.1600
C  -0.8115  2.0424  0.2529  -0.1243
C  0.5822  2.3681  -0.4210  -0.1561
H  1.8279  -1.8348  1.0757  0.0641
H  2.9203  -0.5449  1.7030  0.1727
C  2.3248  -0.9954  0.6521  -0.3053
C  1.3454  0.0747  0.3562  -0.2142

Cartesian forces, eV/Å:
H 0.495 1.333 1.213
H 0.383 1.102 -0.946
H -0.874 0.239 -0.450
H 1.904 0.219 0.537
C 0.025 6.139 0.785
H 1.611 -4.452 1.531
H 3.238 1.239 -1.959
H 1.164 -1.161 0.253
H 2.330 2.706 -2.592
C 0.712 -3.109 2.997
H -0.365 0.606 -0.349
C 5.160 5.810 -0.704
C -7.029 -12.229 -1.186
C 2.012 0.301 0.491
C -1.483 -1.589 0.660
H -0.691 0.794 -1.002
C -2.504 -1.017 1.360
N -5.728 2.085 0.615
H 1.016 0.915 -1.707
C 1.658 -1.157 2.645
C -1.439 -2.219 0.380
H -0.163 -0.983 0.003
H -0.759 -1.272 -3.246
C 2.750 3.227 2.985
C -3.423 2.473 -2.311



2.
Molecular formula: C4H6OS
Method: DFT, ωB97M-V/def2-TZVPD

The calculation puts the HOMO energy at -0.3386 Eh. Its orbital gap is 9.396 eV. The LUMO energy comes out at 0.0067 hartree. As for the energy above the lowest of the compared OMol25 structures with the same formula, charge and spin: 150.4 kJ/mol.

Each line ends with the Löwdin charge.
Geometry (Å):
H  -2.1901  -0.7262  0.0348  0.0654
C  -1.4482  -0.2302  -0.5119  -0.5302
C  2.2828  -0.1732  0.3584  0.0609
H  -2.4648  1.8133  0.3658  -0.1293
S  -1.9431  1.4343  -0.8262  0.7275
H  2.9514  0.5974  0.5896  0.0478
O  -0.0848  -1.8071  0.3981  0.0867
H  2.4827  -1.2370  0.3347  0.0791
C  1.0426  0.2759  0.2333  -0.1001
C  -0.1595  -0.6307  0.1609  -0.4531
H  0.8395  1.3229  0.3302  0.0772
H  -1.3084  -0.6394  -1.4677  0.0683

Cartesian forces, eV/Å:
H -1.267 -0.993 0.348
C 0.648 1.057 1.232
C -1.611 -0.498 0.009
H 0.260 -0.386 -0.220
S -0.143 1.409 -0.040
H 1.674 0.437 0.026
O 0.332 -0.649 0.725
H 0.329 0.142 0.018
C -1.095 -0.521 0.647
C 1.198 0.324 -1.128
H -0.090 0.483 -0.178
H -0.235 -0.806 -1.438



3.
Molecular formula: C3H9NO4
Method: DFT, ωB97M-V/def2-TZVPD

Its expectation value of S² is 0.7660. The calculation puts the HOMO energy (alpha / beta) at -0.4920 / -0.4919 Eh. Its orbital gap (alpha / beta) is 8.415 / 3.216 eV. As for the multiplicity: 2. The LUMO energy (alpha / beta) comes out at -0.1828 / -0.3737 hartree. As for the net charge: +1. As for the energy above the lowest of the compared OMol25 structures with the same formula, charge and spin: 193.7 kJ/mol.

Each line ends with the Mulliken spin population.
Geometry (Å):
H  -1.5834  1.3241  -2.5614  0.0037
H  -2.6056  -1.4092  1.7315  -0.0024
O  2.8888  -1.6359  0.7559  0.0005
C  -0.8550  0.6948  -2.0111  0.0030
O  -0.9020  -0.3022  2.0555  0.2326
C  -0.9027  0.6636  -0.4819  0.0139
H  0.0199  0.1019  -0.2039  0.0367
O  2.4867  0.7976  0.3365  0.0034
O  -0.0415  0.0636  -2.6050  0.0497
H  -2.7101  -0.4106  -0.5879  -0.0288
H  1.9760  -1.8899  0.9054  0.0001
C  -1.8277  -0.6855  1.4139  -0.0950
H  1.7553  1.2943  0.7095  0.0002
H  3.0598  -0.6749  0.9372  0.0001
N  -2.0269  -0.1043  0.1095  0.7358
H  -0.9388  1.6154  0.0593  0.0474
H  2.2072  0.5571  -0.5628  -0.0007

Cartesian forces, eV/Å:
H 0.000 -0.057 0.278
H 0.349 0.253 -0.252
O 0.892 -0.087 -0.011
C -1.099 0.770 -0.929
O 0.053 -0.104 -0.114
C -0.043 -1.632 1.112
H -0.377 0.487 0.344
O -0.571 0.864 -0.672
O 0.330 -0.199 0.567
H -0.550 -0.221 0.606
H 0.097 0.450 0.282
C -0.911 -0.192 0.471
H 0.138 0.305 0.223
H -0.874 -1.513 -0.080
N 1.809 0.448 -1.724
H 0.304 0.406 -0.365
H 0.453 0.021 0.264



4.
Molecular formula: C5H13ClNO5P
Method: DFT, ωB97M-V/def2-TZVPD

The calculation puts the HOMO energy at -0.3589 Eh. Its orbital gap is 10.258 eV. The LUMO energy comes out at 0.0181 hartree.

Each line ends with the Löwdin charge.
Geometry (Å):
H  -0.7089  -0.7891  0.4988  0.1191
C  1.3208  0.9434  -0.1035  -0.7088
H  -3.3945  0.8530  1.7820  0.0785
O  -3.4783  -1.1365  -0.6672  -0.1300
H  1.0803  0.9349  2.0225  0.0873
O  4.7463  -0.5642  1.2165  -0.0632
H  4.9418  -0.6209  0.2752  0.0325
Cl  2.1226  -0.0331  -1.3748  0.6666
H  -2.7980  2.1112  -1.1967  -0.0174
O  -2.9231  0.0707  1.4670  -0.1457
N  -3.4122  1.5012  -0.6755  -0.1489
H  1.7617  1.9350  -0.1946  0.0980
H  -4.2810  -0.8757  -1.1351  0.0845
O  0.0163  -2.7720  -2.4377  0.1052
C  -0.9996  -0.1747  -0.3615  -0.3691
C  -0.3620  -2.1652  -1.4910  -0.3800
C  1.6587  0.3882  1.2749  -0.1194
P  -2.7793  0.1995  -0.1308  0.5071
H  -0.3548  1.6548  -1.2798  0.1226
H  2.7214  0.5329  1.4605  0.0509
H  -0.5522  1.7190  0.4705  0.1216
H  5.5992  -0.6511  1.6534  0.0391
H  -0.3796  -2.5817  -0.4680  0.1544
C  -0.1753  1.1052  -0.3541  -0.2081
H  1.4550  -0.6817  1.3211  0.0774
O  -0.8254  -0.9029  -1.5722  -0.0541

Cartesian forces, eV/Å:
H -0.044 -0.077 -0.038
C -0.104 0.286 0.327
H -0.020 -0.006 0.090
O 0.071 0.178 0.267
H 0.000 -0.137 0.078
O 0.133 -0.001 0.003
H -0.080 -0.007 -0.011
Cl 0.116 -0.055 -0.074
H -0.178 0.086 -0.061
O 0.022 0.069 -0.141
N 0.330 -0.262 0.125
H 0.025 -0.006 -0.050
H -0.075 -0.120 -0.163
O -0.092 -0.043 -0.210
C -0.014 -0.270 0.191
C 0.045 -0.135 0.233
C 0.106 0.152 -0.428
P -0.186 0.132 -0.125
H 0.022 -0.053 -0.028
H -0.081 -0.124 0.105
H 0.005 0.090 -0.059
H -0.006 -0.008 -0.005
H 0.021 0.134 0.010
C -0.033 -0.120 -0.035
H -0.076 0.036 0.161
O 0.093 0.259 -0.161